Run i
Here is a gas-phase ion, CHN2 (charge +1) from the Open Molecules 2025 dataset. Energies are from wB97M-V/def2-TZVPD.

XYZ file:
```
4
CHN2 (wB97M-V/def2-TZVPD)
C 0.53 0.75 -0.65
N -0.17 -1.39 0.98
N 0.06 -0.55 0.28
H -0.42 1.18 -0.61
```

As for the charge: +1. For the HOMO-LUMO gap (spin up / spin down), the calculation gives 9.2 / 9.2 eV. Its HOMO energy (spin up / spin down) is -19.244 / -19.247 eV. For the LUMO energy (spin up / spin down), the calculation gives -0.370 / -0.370 Eh.

Want to see where the charge sits? The Mulliken charges in e are:
1. C 0.27
2. N 0.18
3. N 0.28
4. H 0.28



Run ii
Here is a gas-phase ion, CHN2 (charge +1) from the Open Molecules 2025 dataset. Energies are from wB97M-V/def2-TZVPD.

XYZ file:
```
4
CHN2 (wB97M-V/def2-TZVPD)
C -1.03 -0.24 0.13
N 0.04 0.03 1.03
N 0.26 0.04 -0.16
H 0.73 0.17 -1.01
```

As for the charge: +1. For the HOMO-LUMO gap, the calculation gives 10.3 eV. Its HOMO energy is -19.454 eV. For the LUMO energy, the calculation gives -0.336 Eh.

Want to see where the charge sits? The Mulliken charges in e are:
1. C 0.29
2. N -0.03
3. N 0.44
4. H 0.30



The least stable of them is run ii.



Run i
Here is 2 unconnected molecules or ions with the total composition C11H18O from the Open Molecules 2025 dataset. Energies are from wB97M-V/def2-TZVPD.

XYZ file:
```
30
C11H18O (wB97M-V/def2-TZVPD)
C 4.11 0.67 0.04
C 2.83 0.53 -0.87
C 2.90 0.13 -2.24
C 1.67 0.26 -2.90
C 0.42 0.64 -2.32
O -0.70 0.79 -3.06
C 0.31 0.98 -0.94
C 1.60 1.05 -0.33
H 4.67 1.51 -0.13
H 4.73 -0.24 0.00
H 3.80 0.94 1.06
H 3.87 -0.18 -2.68
H 1.77 0.02 -3.99
H -0.51 0.73 -4.08
H -0.69 1.40 -0.60
H 1.40 1.53 0.76
C -3.45 0.27 1.47
C -2.05 -0.43 1.27
C -1.35 -0.81 2.62
C -2.26 -1.90 0.70
H -4.34 -0.02 0.80
H -3.27 1.37 1.38
H -3.87 0.17 2.41
H -1.34 0.03 0.70
H -0.65 -1.72 2.64
H -0.49 0.04 2.90
H -2.03 -0.88 3.48
H -2.67 -1.86 -0.25
H -1.44 -2.68 0.73
H -2.97 -2.35 1.42
```

For the HOMO-LUMO gap, the calculation gives 9.0 eV. Its HOMO energy is -8.222 eV. For the LUMO energy, the calculation gives 0.028 Eh.

Want to see where the charge sits? The Mulliken charges in e are:
1. C -1.35
2. C 0.84
3. C -0.75
4. C -0.37
5. C 0.82
6. O -0.56
7. C -0.44
8. C -0.60
9. H 0.35
10. H 0.34
11. H 0.34
12. H 0.36
13. H 0.14
14. H 0.33
15. H 0.54
16. H 0.08
17. C -1.22
18. C 1.59
19. C -1.24
20. C -1.51
21. H 0.30
22. H 0.33
23. H 0.37
24. H -0.71
25. H 0.30
26. H 0.23
27. H 0.35
28. H 0.42
29. H 0.34
30. H 0.40



Run ii
Here is 2 unconnected molecules or ions with the total composition C11H18O from the Open Molecules 2025 dataset. Energies are from wB97M-V/def2-TZVPD.

XYZ file:
```
30
C11H18O (wB97M-V/def2-TZVPD)
C 1.15 -3.02 -1.33
C 1.09 -1.51 -1.39
C -0.08 -0.90 -1.79
C -0.15 0.50 -1.77
C 0.96 1.21 -1.33
O 0.91 2.58 -1.23
C 2.13 0.61 -0.90
C 2.18 -0.78 -0.95
H 0.86 -3.38 -2.33
H 0.47 -3.46 -0.61
H 2.11 -3.50 -1.17
H -0.92 -1.40 -2.26
H -1.05 1.04 -2.03
H 0.09 2.96 -1.54
H 2.93 1.28 -0.61
H 3.09 -1.31 -0.84
C -2.76 -0.41 1.60
C -1.49 0.37 1.96
C -1.85 1.73 2.53
C -0.71 -0.42 3.00
H -3.23 -0.85 2.46
H -2.50 -1.16 0.85
H -3.50 0.20 1.08
H -0.94 0.48 1.03
H -2.48 1.61 3.42
H -1.05 2.29 3.02
H -2.31 2.38 1.78
H -1.14 -0.30 4.00
H -0.58 -1.47 2.70
H 0.34 -0.12 3.08
```

For the HOMO-LUMO gap, the calculation gives 9.2 eV. Its HOMO energy is -8.395 eV. For the LUMO energy, the calculation gives 0.028 Eh.

Want to see where the charge sits? The Mulliken charges in e are:
1. C -1.41
2. C 0.74
3. C -0.55
4. C -0.52
5. C 0.84
6. O -0.56
7. C -0.73
8. C -0.59
9. H 0.33
10. H 0.27
11. H 0.37
12. H 0.38
13. H 0.30
14. H 0.29
15. H 0.42
16. H 0.37
17. C -1.42
18. C 1.93
19. C -1.55
20. C -1.50
21. H 0.36
22. H 0.33
23. H 0.38
24. H -0.71
25. H 0.36
26. H 0.40
27. H 0.36
28. H 0.35
29. H 0.37
30. H 0.38



The least stable of them is run i.



Run i
Here is a molecular structure, C34H48MoN4O8PSSe4 from the Open Molecules 2025 dataset. Energies are from wB97M-V/def2-TZVPD.

XYZ file:
```
101
C34H48MoN4O8PSSe4 (wB97M-V/def2-TZVPD)
Mo 0.51 1.71 0.59
O 4.80 5.49 1.40
C 4.39 5.04 2.68
C 3.26 4.01 2.55
C 2.87 3.65 4.01
O 2.26 2.42 4.20
C 3.85 2.81 1.79
Se 2.75 1.22 1.35
C 2.12 4.67 1.77
Se 0.32 3.89 1.99
H 5.51 6.13 1.51
H 4.02 5.89 3.29
H 5.24 4.59 3.21
H 2.25 4.47 4.40
H 3.80 3.61 4.60
H 1.28 2.52 4.14
H 4.69 2.41 2.36
H 4.20 3.16 0.82
H 2.35 4.67 0.70
H 2.02 5.71 2.09
O 0.42 1.33 -5.51
C 1.69 1.12 -4.90
C 1.57 1.28 -3.37
C 2.93 0.92 -2.73
O 4.05 1.45 -3.43
C 0.46 0.34 -2.89
Se 0.54 -0.34 -1.03
C 1.22 2.74 -3.11
Se 1.01 3.32 -1.22
H 0.53 1.25 -6.46
H 2.41 1.85 -5.28
H 2.06 0.10 -5.12
H 3.00 -0.17 -2.63
H 2.97 1.34 -1.73
H 4.19 0.95 -4.23
H 0.47 -0.58 -3.49
H -0.51 0.81 -3.03
H 0.29 2.98 -3.62
H 2.02 3.38 -3.49
C -4.08 1.96 -3.37
C -5.14 2.50 -2.41
C -5.92 1.36 -1.75
C -4.51 3.42 -1.35
N -3.45 2.79 -0.60
C -2.13 2.84 -0.80
N -1.56 2.07 0.10
N -2.56 1.54 0.84
N -3.69 1.96 0.44
H -4.53 1.36 -4.15
H -3.35 1.34 -2.84
H -3.53 2.78 -3.84
H -5.85 3.11 -2.98
H -5.29 0.77 -1.09
H -6.34 0.69 -2.51
H -6.74 1.75 -1.15
H -5.27 3.75 -0.65
H -4.08 4.30 -1.84
H -1.63 3.44 -1.54
C 0.56 -0.65 4.09
S -0.75 0.35 3.39
O -0.75 1.59 4.13
O -1.98 -0.41 3.48
O -0.35 0.55 1.94
H 0.14 -1.62 4.34
H 0.93 -0.13 4.97
H 1.35 -0.75 3.35
O 0.05 -2.14 1.88
P -0.18 -3.35 1.07
C 1.26 -3.73 0.03
C 1.24 -4.55 -1.09
C 2.37 -4.68 -1.88
C 3.53 -3.99 -1.55
C 3.55 -3.16 -0.44
C 2.42 -3.03 0.35
C -1.63 -3.26 -0.02
C -2.21 -2.00 -0.20
C -3.25 -1.86 -1.11
C -3.75 -2.96 -1.78
C -3.23 -4.23 -1.54
C -2.16 -4.37 -0.67
C -0.56 -4.73 2.19
C 0.28 -5.81 2.46
C -0.02 -6.65 3.52
C -1.13 -6.42 4.31
C -1.97 -5.35 4.04
C -1.68 -4.50 2.98
H 0.33 -5.08 -1.36
H 2.35 -5.31 -2.75
H 4.41 -4.09 -2.17
H 4.44 -2.59 -0.20
H 2.41 -2.35 1.20
H -1.83 -1.16 0.37
H -3.66 -0.88 -1.30
H -4.57 -2.84 -2.48
H -3.65 -5.09 -2.04
H -1.75 -5.36 -0.48
H 1.16 -5.97 1.86
H 0.64 -7.48 3.75
H -1.34 -7.06 5.16
H -2.84 -5.16 4.66
H -2.30 -3.63 2.79
```

As for the charge: -1. For the HOMO-LUMO gap (spin up / spin down), the calculation gives 6.2 / 6.4 eV. The spin multiplicity is 3. Its HOMO energy (spin up / spin down) is -4.035 / -4.187 eV. For the LUMO energy (spin up / spin down), the calculation gives 0.080 / 0.080 Eh.

Results of the Mulliken charge analysis, in e, for atoms 1 through 99:
1. Mo 0.42
2. O -0.50
3. C -1.41
4. C 2.54
5. C -1.68
6. O -0.36
7. C -1.53
8. Se -0.41
9. C -1.34
10. Se -0.39
11. H 0.31
12. H 0.46
13. H 0.44
14. H 0.38
15. H 0.41
16. H 0.19
17. H 0.46
18. H 0.56
19. H 0.41
20. H 0.45
21. O -0.51
22. C -1.75
23. C 2.68
24. C -0.81
25. O -0.62
26. C -1.51
27. Se 0.20
28. C -1.55
29. Se -0.63
30. H 0.33
31. H 0.47
32. H 0.46
33. H 0.51
34. H -0.21
35. H 0.39
36. H 0.53
37. H 0.31
38. H 0.55
39. H 0.43
40. C -1.28
41. C 0.90
42. C -1.43
43. C -1.24
44. N 0.83
45. C -0.80
46. N 0.69
47. N 0.07
48. N -1.15
49. H 0.49
50. H 0.05
51. H 0.35
52. H 0.32
53. H 0.21
54. H 0.42
55. H 0.38
56. H 0.40
57. H 0.40
58. H 0.32
59. C -0.98
60. S 1.45
61. O -0.87
62. O -0.72
63. O 1.06
64. H 0.49
65. H 0.37
66. H -0.01
67. O 0.10
68. P 0.38
69. C 0.80
70. C -0.64
71. C -0.69
72. C -0.59
73. C -0.44
74. C -0.33
75. C 0.54
76. C -0.60
77. C -0.43
78. C -0.64
79. C -0.86
80. C -0.56
81. C 0.32
82. C -0.24
83. C -0.64
84. C -0.40
85. C -0.67
86. C -0.68
87. H 0.27
88. H 0.40
89. H 0.38
90. H 0.44
91. H 0.17
92. H 0.52
93. H 0.59
94. H 0.40
95. H 0.40
96. H 0.37
97. H 0.39
98. H 0.39
99. H 0.36



Run ii
Here is a molecular structure, C34H48MoN4O8PSSe4 from the Open Molecules 2025 dataset. Energies are from wB97M-V/def2-TZVPD.

XYZ file:
```
101
C34H48MoN4O8PSSe4 (wB97M-V/def2-TZVPD)
Mo 0.78 0.47 1.12
O -3.04 3.40 4.34
C -1.73 3.63 4.80
C -0.71 2.91 3.88
C 0.70 3.28 4.39
O 1.65 2.55 3.66
C -0.99 1.41 4.04
Se 0.37 0.15 3.37
C -0.95 3.41 2.45
Se 0.42 3.01 1.08
H -3.65 3.39 5.08
H -1.60 3.25 5.82
H -1.52 4.71 4.80
H 0.77 3.03 5.46
H 0.85 4.36 4.27
H 2.55 2.78 3.90
H -1.93 1.16 3.55
H -1.06 1.17 5.11
H -1.03 4.50 2.45
H -1.88 2.99 2.07
O 0.53 -5.39 0.95
C -0.49 -4.67 1.61
C 0.00 -3.87 2.82
C 0.50 -4.87 3.90
O 1.59 -5.64 3.49
C 1.22 -3.01 2.48
Se 1.33 -2.08 0.72
C -1.15 -3.11 3.47
Se -2.46 -2.18 2.35
H 1.12 -4.72 0.57
H -1.23 -5.42 1.93
H -0.97 -3.98 0.92
H -0.34 -5.53 4.18
H 0.81 -4.31 4.79
H 1.40 -5.90 2.57
H 2.11 -3.64 2.49
H 1.36 -2.22 3.22
H -0.76 -2.35 4.16
H -1.77 -3.81 4.04
C -2.66 -2.17 -3.06
C -3.60 -2.56 -1.92
C -3.01 -3.75 -1.15
C -3.98 -1.38 -1.00
N -2.89 -0.60 -0.49
C -1.71 -0.97 0.04
N -1.12 0.14 0.50
N -2.02 1.12 0.35
N -3.06 0.70 -0.21
H -2.45 -3.04 -3.67
H -1.71 -1.81 -2.66
H -3.10 -1.40 -3.69
H -4.55 -2.88 -2.36
H -1.92 -3.73 -1.20
H -3.34 -4.69 -1.59
H -3.31 -3.73 -0.11
H -4.54 -1.77 -0.14
H -4.62 -0.68 -1.54
H -1.20 -1.89 -0.17
C 4.62 -0.94 0.90
S 3.73 0.20 2.00
O 4.72 1.12 2.52
O 3.06 -0.59 2.99
O 2.78 0.92 1.10
H 4.74 -1.87 1.44
H 5.58 -0.51 0.65
H 4.02 -1.10 0.01
O 1.11 0.57 -1.09
P 0.92 1.24 -2.40
C 1.12 -0.05 -3.67
C 2.10 -0.98 -3.37
C 2.40 -1.98 -4.27
C 1.70 -2.07 -5.47
C 0.70 -1.15 -5.76
C 0.42 -0.12 -4.87
C -0.68 2.08 -2.51
C -0.76 3.41 -2.08
C -2.00 4.01 -1.95
C -3.15 3.30 -2.23
C -3.07 1.99 -2.68
C -1.84 1.38 -2.81
C 2.18 2.50 -2.71
C 2.24 3.12 -3.95
C 3.19 4.10 -4.18
C 4.07 4.46 -3.17
C 4.00 3.84 -1.93
C 3.06 2.85 -1.70
H 2.62 -0.92 -2.42
H 3.18 -2.70 -4.04
H 1.92 -2.86 -6.17
H 0.14 -1.23 -6.68
H -0.35 0.60 -5.10
H 0.14 3.95 -1.83
H -2.05 5.02 -1.58
H -4.12 3.76 -2.08
H -3.97 1.44 -2.89
H -1.76 0.35 -3.12
H 1.54 2.82 -4.73
H 3.24 4.58 -5.15
H 4.80 5.23 -3.35
H 4.69 4.12 -1.15
H 2.99 2.36 -0.73
```

As for the charge: -1. For the HOMO-LUMO gap (spin up / spin down), the calculation gives 5.6 / 5.8 eV. The spin multiplicity is 3. Its HOMO energy (spin up / spin down) is -3.582 / -3.660 eV. For the LUMO energy (spin up / spin down), the calculation gives 0.074 / 0.080 Eh.

Results of the Mulliken charge analysis, in e, for atoms 1 through 99:
1. Mo 1.85
2. O -0.52
3. C -1.54
4. C 2.22
5. C -1.61
6. O -0.10
7. C -1.42
8. Se -0.59
9. C -1.55
10. Se -0.47
11. H 0.34
12. H 0.55
13. H 0.39
14. H 0.37
15. H 0.38
16. H 0.17
17. H 0.63
18. H 0.56
19. H 0.63
20. H 0.53
21. O -0.76
22. C -0.63
23. C 2.48
24. C -1.30
25. O -0.61
26. C -1.64
27. Se -0.46
28. C -1.80
29. Se -0.34
30. H 0.37
31. H 0.62
32. H -0.38
33. H 0.47
34. H 0.41
35. H 0.47
36. H 0.60
37. H 0.56
38. H 0.28
39. H 0.54
40. C -1.24
41. C 0.85
42. C -1.48
43. C -1.20
44. N 1.52
45. C -1.94
46. N 1.97
47. N -0.13
48. N -1.55
49. H 0.56
50. H -0.12
51. H 0.37
52. H 0.48
53. H 0.31
54. H 0.46
55. H 0.24
56. H 0.29
57. H 0.49
58. H 0.26
59. C -0.60
60. S 1.12
61. O -0.68
62. O -0.72
63. O -0.81
64. H 0.33
65. H 0.41
66. H -0.12
67. O 1.18
68. P 0.98
69. C 0.46
70. C -0.77
71. C -0.67
72. C -0.46
73. C -0.76
74. C -0.20
75. C 0.68
76. C -0.93
77. C -0.79
78. C -0.62
79. C -0.45
80. C 0.13
81. C -0.02
82. C -0.53
83. C -0.69
84. C -0.45
85. C -1.04
86. C -0.31
87. H 0.30
88. H 0.44
89. H 0.39
90. H 0.42
91. H 0.44
92. H 0.33
93. H 0.43
94. H 0.37
95. H 0.37
96. H -0.26
97. H 0.42
98. H 0.41
99. H 0.38



The least stable of them is run ii.



Run i
Here is 2 unconnected molecules or ions with the total composition C3H13N2O from the Open Molecules 2025 dataset. Energies are from wB97M-V/def2-TZVPD.

XYZ file:
```
19
C3H13N2O (wB97M-V/def2-TZVPD)
C -0.71 0.93 0.69
C 0.13 1.29 -0.57
C 1.38 0.40 -0.68
N 2.23 0.28 0.44
N -0.69 -0.52 1.02
H -0.34 1.51 1.53
H -1.75 1.21 0.54
H 0.51 2.29 -0.36
H -0.46 1.39 -1.48
H 2.02 0.85 -1.49
H 1.13 -0.60 -1.05
H 2.58 1.15 0.84
H 0.21 -0.88 1.35
H 3.03 -0.35 0.29
H -1.30 -0.76 1.81
H -0.98 -1.09 0.21
H -3.06 -2.15 -1.02
H -1.83 -2.85 -1.29
O -2.12 -2.10 -0.79
```

As for the charge: +2. For the HOMO-LUMO gap (spin up / spin down), the calculation gives 12.1 / 6.4 eV. The spin multiplicity is 2. Its HOMO energy (spin up / spin down) is -19.483 / -19.483 eV. For the LUMO energy (spin up / spin down), the calculation gives -0.270 / -0.481 Eh.

Want to see where the charge sits? The Mulliken charges in e are:
1. C -0.64
2. C -0.52
3. C -0.55
4. N -0.14
5. N -0.20
6. H 0.43
7. H 0.36
8. H 0.37
9. H 0.38
10. H 0.40
11. H 0.43
12. H 0.33
13. H 0.36
14. H 0.35
15. H 0.39
16. H 0.26
17. H 0.31
18. H 0.31
19. O -0.65



Run ii
Here is 2 unconnected molecules or ions with the total composition C3H13N2O from the Open Molecules 2025 dataset. Energies are from wB97M-V/def2-TZVPD.

XYZ file:
```
19
C3H13N2O (wB97M-V/def2-TZVPD)
C -1.44 0.03 -0.19
C -1.10 1.02 0.98
C -0.35 0.54 2.24
N 1.05 0.16 2.11
N -0.22 -0.78 -0.63
H -1.85 0.35 -1.15
H -2.21 -0.69 0.15
H -0.48 1.77 0.47
H -2.10 1.39 1.25
H -0.26 1.47 2.84
H -1.00 -0.18 2.75
H 1.75 0.88 2.33
H 0.41 -0.90 0.16
H 1.29 -0.72 2.60
H 0.39 -0.53 -1.42
H -0.44 -1.75 -0.92
H 2.42 -0.40 -4.03
H 1.24 -1.30 -4.19
O 1.55 -0.57 -3.62
```

As for the charge: +2. For the HOMO-LUMO gap (spin up / spin down), the calculation gives 10.4 / 4.6 eV. The spin multiplicity is 2. Its HOMO energy (spin up / spin down) is -17.903 / -17.903 eV. For the LUMO energy (spin up / spin down), the calculation gives -0.276 / -0.488 Eh.

Want to see where the charge sits? The Mulliken charges in e are:
1. C -0.64
2. C -0.54
3. C -0.36
4. N -0.17
5. N -0.23
6. H 0.40
7. H 0.37
8. H 0.37
9. H 0.35
10. H 0.32
11. H 0.41
12. H 0.37
13. H 0.27
14. H 0.34
15. H 0.32
16. H 0.41
17. H 0.34
18. H 0.34
19. O -0.67



The least stable of them is run ii.